Record 1
{"formula": "C6H12O4Y", "method": "ωB97M-V/def2-TZVPD", "species": ["O", "C", "C", "O", "C", "Y", "H", "H", "H", "H", "H", "H", "H", "C", "O", "C", "C", "O", "H", "H", "H", "H", "H"], "positions_angstrom": [[-0.220, 1.080, 1.645], [-0.479, -0.206, 2.194], [0.002, -1.298, 1.253], [1.290, -0.914, 0.743], [1.924, -1.928, -0.035], [1.394, 1.225, 0.411], [-1.559, -0.315, 2.373], [0.068, -0.274, 3.146], [-0.680, -1.428, 0.398], [0.096, -2.255, 1.786], [2.944, -1.596, -0.252], [1.961, -2.858, 0.546], [1.365, -2.095, -0.967], [0.110, 0.804, -2.521], [-0.037, 1.305, -1.192], [-1.397, 1.446, -0.761], [-1.394, 1.949, 0.654], [-2.023, 2.716, 1.366], [1.179, 0.791, -2.759], [-0.287, -0.219, -2.573], [-0.444, 1.451, -3.213], [-1.896, 0.461, -0.829], [-1.918, 2.160, -1.414]], "atomic_forces_ev_per_a": [[-0.6, -0.7, -0.2], [-0.3, -0.9, 0.8], [-1.1, -0.5, 0.3], [-0.2, 0.2, 0.3], [0.5, -0.9, -0.5], [1.3, 2.3, 0.0], [0.4, 0.0, 0.1], [-0.3, 0.0, -0.1], [0.2, -0.1, 0.2], [0.0, 0.2, -0.2], [-0.2, -0.1, 0.0], [0.1, 0.3, -0.2], [0.1, 0.0, 0.2], [-0.2, -0.6, -1.1], [0.0, 0.0, -0.1], [-1.1, -0.5, 0.6], [-0.7, 4.0, 2.3], [1.7, -3.0, -2.8], [-0.2, 0.1, -0.1], [0.1, 0.2, -0.1], [0.3, -0.1, 0.1], [0.2, 0.3, -0.1], [0.1, 0.0, 0.4]], "lowdin_charge": [-0.332, -0.154, -0.137, -0.364, -0.016, 1.845, 0.163, 0.152, 0.144, 0.162, 0.112, 0.127, 0.116, -0.009, -0.380, -0.091, -0.214, 0.180, 0.113, 0.118, 0.129, 0.159, 0.175], "charge": 2, "multiplicity": 2, "s2": 0.75, "relative_energy_kcal_mol": 15.82, "gap_ev": [5.2, 9.6]}

---

Record 2
{"formula": "C6H12P2", "method": "ωB97M-V/def2-TZVPD", "species": ["C", "C", "C", "C", "C", "C", "P", "P", "H", "H", "H", "H", "H", "H", "H", "H", "H", "H", "H", "H"], "positions_angstrom": [[1.132, 0.045, 0.241], [-0.137, -2.672, -0.159], [-0.719, 2.254, -0.534], [0.180, -1.547, -1.086], [0.212, 0.678, 1.228], [-1.041, 1.303, 0.610], [2.387, 0.882, -0.774], [2.818, -0.550, 0.606], [-0.676, -3.467, -0.681], [-0.769, -2.331, 0.661], [0.772, -3.100, 0.261], [0.041, 2.975, -0.233], [-1.608, 2.802, -0.838], [-0.345, 1.702, -1.393], [-0.669, -1.025, -1.501], [0.992, -1.703, -1.783], [-0.081, -0.061, 1.979], [0.777, 1.465, 1.745], [-1.695, 0.507, 0.251], [-1.570, 1.843, 1.399]], "atomic_forces_ev_per_a": [[-0.8, -2.5, -2.4], [0.0, 0.0, -0.1], [-0.2, -0.1, 0.1], [1.0, 2.5, 2.4], [-0.3, 0.0, 0.0], [0.2, 0.0, 0.1], [0.4, -0.6, 0.8], [-0.1, 0.7, -0.6], [0.0, -0.1, 0.0], [-0.1, 0.0, 0.0], [0.0, -0.1, 0.1], [0.1, 0.1, 0.0], [0.0, 0.1, -0.1], [0.0, 0.1, -0.1], [-0.1, 0.1, -0.2], [0.1, 0.1, -0.1], [0.0, 0.0, 0.1], [0.0, 0.0, 0.1], [-0.1, 0.0, 0.0], [-0.1, -0.1, 0.0]], "lowdin_charge": [-0.954, -0.187, -0.139, -0.121, -0.332, -0.273, 0.583, 0.576, 0.068, 0.063, 0.054, 0.065, 0.068, 0.043, 0.045, 0.041, 0.100, 0.101, 0.096, 0.103], "charge": 0, "relative_energy_kcal_mol": 36.87, "gap_ev": 6.7}

---

Record 3
{"formula": "C6H12Se2", "method": "ωB97M-V/def2-TZVPD", "species": ["C", "C", "C", "C", "C", "C", "Se", "Se", "H", "H", "H", "H", "H", "H", "H", "H", "H", "H", "H", "H"], "positions_angstrom": [[0.486, 0.460, -0.151], [-0.701, -0.137, 0.053], [1.766, -0.147, -0.694], [-1.933, 0.531, 0.578], [0.685, 1.870, 0.256], [-1.195, -2.063, -0.412], [1.602, 2.206, 1.887], [-0.339, -2.688, -2.034], [2.345, 0.775, -0.911], [1.512, -0.630, -1.566], [2.266, -0.621, 0.149], [-2.529, 0.813, -0.245], [-1.621, 1.496, 1.165], [-2.627, -0.031, 1.144], [-0.186, 2.360, 0.363], [1.320, 2.402, -0.609], [-2.268, -1.834, -0.547], [-1.039, -2.704, 0.472], [1.557, 0.698, 2.213], [0.899, -2.755, -1.110]], "atomic_forces_ev_per_a": [[-0.7, -1.1, 0.6], [-0.2, -3.2, -0.5], [-0.2, 2.9, 2.2], [1.8, 2.1, 0.9], [3.0, 0.6, -3.2], [0.0, 4.1, 0.8], [0.7, -1.8, 1.3], [1.1, -0.1, 1.8], [0.2, -1.0, -0.3], [0.2, -1.7, -1.7], [0.2, -0.7, -0.6], [-0.7, 0.8, -1.3], [-1.0, -1.8, -0.9], [-0.1, -1.0, 1.1], [-2.9, 1.8, 0.0], [-1.5, -1.0, 1.9], [0.6, -0.5, -0.1], [0.1, 0.5, -0.5], [0.2, 1.5, 0.1], [-0.8, -0.3, -1.4]], "lowdin_charge": [-0.414, -0.120, -0.077, -0.096, -0.623, -0.480, 0.773, 0.711, 0.076, -0.004, 0.085, 0.064, 0.109, 0.056, -0.025, 0.117, 0.014, 0.028, -0.095, -0.100], "charge": 0, "gap_ev": 9.0}

---

Record 4
{"formula": "C6H13BBrFNO5P", "method": "ωB97M-V/def2-TZVPD", "species": ["C", "C", "O", "O", "C", "B", "C", "C", "F", "P", "O", "Br", "H", "H", "H", "H", "H", "H", "H", "H", "H", "H", "C", "N", "O", "O", "H", "H", "H"], "positions_angstrom": [[-0.586, -1.668, 2.158], [-0.811, -0.590, 1.126], [-1.718, 0.185, 1.182], [0.138, -0.441, 0.159], [0.466, -1.578, -0.660], [1.852, -1.186, -1.340], [1.909, -0.105, -2.474], [2.796, 1.068, -2.072], [2.535, 1.406, -0.747], [3.363, -2.227, -0.840], [4.667, -1.322, -1.287], [3.324, -1.926, 1.357], [-1.516, -2.217, 2.305], [-0.354, -1.159, 3.094], [0.224, -2.348, 1.912], [-0.316, -1.688, -1.423], [0.500, -2.504, -0.078], [2.339, -0.535, -3.389], [0.903, 0.246, -2.716], [3.852, 0.816, -2.144], [2.594, 1.946, -2.686], [5.319, -1.893, -1.707], [-4.070, 2.097, 1.298], [-5.061, 3.121, 1.731], [-4.796, 3.794, 2.706], [-6.078, 3.214, 1.073], [-3.221, 2.124, 1.967], [-4.568, 1.133, 1.326], [-3.783, 2.336, 0.279]], "atomic_forces_ev_per_a": [[-0.1, 0.0, -0.1], [0.3, -0.2, 0.0], [-0.2, 0.2, 0.1], [-0.1, 0.0, -0.1], [0.1, -0.1, -0.1], [-0.1, 0.2, 0.2], [-0.1, 0.1, 0.0], [0.1, 0.0, -0.2], [0.0, 0.1, 0.1], [0.2, -0.2, -0.2], [-0.1, -0.1, -0.2], [-0.1, 0.1, 0.2], [0.0, 0.0, 0.0], [0.0, 0.0, 0.0], [0.0, 0.0, 0.1], [0.0, -0.1, 0.0], [0.0, 0.1, 0.0], [0.0, 0.0, 0.0], [0.0, 0.0, 0.0], [0.0, 0.0, 0.1], [0.0, 0.0, 0.0], [0.1, 0.0, 0.2], [0.1, 0.0, 0.1], [0.0, 0.0, 0.0], [0.0, 0.0, -0.1], [0.1, 0.0, 0.0], [0.0, 0.0, 0.0], [0.0, 0.0, 0.0], [0.0, 0.0, 0.0]], "lowdin_charge": [0.019, -0.505, 0.125, -0.038, -0.170, -0.474, -0.124, -0.214, -0.047, 0.552, -0.389, 0.347, 0.095, 0.100, 0.044, 0.126, 0.087, 0.120, 0.109, 0.101, 0.120, 0.047, 0.026, -0.455, 0.063, 0.053, 0.080, 0.099, 0.102], "charge": 0, "relative_energy_kcal_mol": 0.00, "gap_ev": 8.4, "smiles": "CC(=O)OCB(CCF)P(O)Br.C[N+](=O)[O-]"}

---

Record 5
{"formula": "C6H13BClFO", "method": "ωB97M-V/def2-TZVPD", "species": ["C", "C", "C", "O", "C", "H", "H", "H", "H", "H", "H", "H", "H", "F", "C", "C", "B", "Cl", "H", "H", "H", "H", "H"], "positions_angstrom": [[-1.416, -0.907, 2.515], [-0.840, 0.338, 3.186], [0.502, 0.475, 2.478], [0.307, -0.034, 1.156], [-0.942, -0.725, 1.079], [-2.499, -0.986, 2.592], [-0.975, -1.807, 2.948], [-1.469, 1.206, 2.977], [-0.735, 0.245, 4.266], [1.276, -0.118, 2.975], [0.847, 1.507, 2.410], [-1.650, -0.119, 0.503], [-0.790, -1.669, 0.555], [-0.382, 1.033, -3.925], [0.414, 1.345, -2.809], [1.169, 0.097, -2.352], [1.019, -0.988, -3.475], [2.062, -0.903, -4.885], [1.093, 2.139, -3.108], [-0.270, 1.700, -2.043], [2.228, 0.325, -2.232], [0.788, -0.254, -1.395], [0.263, -1.899, -3.416]], "atomic_forces_ev_per_a": [[0.0, 0.0, 0.0], [0.0, 0.0, 0.0], [0.0, 0.0, 0.0], [0.0, 0.0, 0.0], [0.0, 0.0, 0.0], [0.0, 0.0, 0.0], [0.0, 0.0, 0.0], [0.0, 0.0, 0.0], [0.0, 0.0, 0.0], [0.0, 0.0, 0.0], [0.0, 0.0, 0.0], [0.0, 0.0, 0.0], [0.0, 0.0, 0.0], [-0.1, 0.0, -0.1], [0.1, -0.1, 0.3], [0.0, 0.0, -0.1], [0.1, 0.0, 0.1], [0.0, -0.1, 0.0], [0.0, 0.1, -0.1], [0.0, 0.1, 0.1], [0.0, 0.1, 0.1], [0.0, 0.0, 0.0], [0.0, 0.0, -0.1]], "lowdin_charge": [-0.169, -0.169, -0.203, -0.159, -0.212, 0.112, 0.114, 0.113, 0.111, 0.117, 0.116, 0.117, 0.117, -0.082, -0.193, -0.192, -0.630, 0.653, 0.116, 0.113, 0.099, 0.073, 0.035], "charge": 0, "gap_ev": 10.5, "smiles": "C1CCOC1.FCCBCl"}

---

Copy entry 4 word for word.
{"formula": "C6H13BBrFNO5P", "method": "ωB97M-V/def2-TZVPD", "species": ["C", "C", "O", "O", "C", "B", "C", "C", "F", "P", "O", "Br", "H", "H", "H", "H", "H", "H", "H", "H", "H", "H", "C", "N", "O", "O", "H", "H", "H"], "positions_angstrom": [[-0.586, -1.668, 2.158], [-0.811, -0.590, 1.126], [-1.718, 0.185, 1.182], [0.138, -0.441, 0.159], [0.466, -1.578, -0.660], [1.852, -1.186, -1.340], [1.909, -0.105, -2.474], [2.796, 1.068, -2.072], [2.535, 1.406, -0.747], [3.363, -2.227, -0.840], [4.667, -1.322, -1.287], [3.324, -1.926, 1.357], [-1.516, -2.217, 2.305], [-0.354, -1.159, 3.094], [0.224, -2.348, 1.912], [-0.316, -1.688, -1.423], [0.500, -2.504, -0.078], [2.339, -0.535, -3.389], [0.903, 0.246, -2.716], [3.852, 0.816, -2.144], [2.594, 1.946, -2.686], [5.319, -1.893, -1.707], [-4.070, 2.097, 1.298], [-5.061, 3.121, 1.731], [-4.796, 3.794, 2.706], [-6.078, 3.214, 1.073], [-3.221, 2.124, 1.967], [-4.568, 1.133, 1.326], [-3.783, 2.336, 0.279]], "atomic_forces_ev_per_a": [[-0.1, 0.0, -0.1], [0.3, -0.2, 0.0], [-0.2, 0.2, 0.1], [-0.1, 0.0, -0.1], [0.1, -0.1, -0.1], [-0.1, 0.2, 0.2], [-0.1, 0.1, 0.0], [0.1, 0.0, -0.2], [0.0, 0.1, 0.1], [0.2, -0.2, -0.2], [-0.1, -0.1, -0.2], [-0.1, 0.1, 0.2], [0.0, 0.0, 0.0], [0.0, 0.0, 0.0], [0.0, 0.0, 0.1], [0.0, -0.1, 0.0], [0.0, 0.1, 0.0], [0.0, 0.0, 0.0], [0.0, 0.0, 0.0], [0.0, 0.0, 0.1], [0.0, 0.0, 0.0], [0.1, 0.0, 0.2], [0.1, 0.0, 0.1], [0.0, 0.0, 0.0], [0.0, 0.0, -0.1], [0.1, 0.0, 0.0], [0.0, 0.0, 0.0], [0.0, 0.0, 0.0], [0.0, 0.0, 0.0]], "lowdin_charge": [0.019, -0.505, 0.125, -0.038, -0.170, -0.474, -0.124, -0.214, -0.047, 0.552, -0.389, 0.347, 0.095, 0.100, 0.044, 0.126, 0.087, 0.120, 0.109, 0.101, 0.120, 0.047, 0.026, -0.455, 0.063, 0.053, 0.080, 0.099, 0.102], "charge": 0, "relative_energy_kcal_mol": 0.00, "gap_ev": 8.4, "smiles": "CC(=O)OCB(CCF)P(O)Br.C[N+](=O)[O-]"}